(1)
Density functional theory data (the ωB97M-V functional and the def2-TZVPD basis) for a cluster of 8 separate species, C32H52O16 in total in a non-equilibrium geometry.

Atoms and positions in Å:
C -2.90489 3.44128 -2.92986
C -4.40002 3.44519 -2.60699
O -4.99479 4.60264 -3.15637
C -6.31355 4.83678 -3.07858
C -6.77311 6.16117 -3.59123
O -7.18316 4.04237 -2.72510
H -2.56221 2.44221 -2.66055
H -2.31350 4.17509 -2.38224
H -2.77872 3.60910 -3.99944
H -4.92672 2.56425 -2.97389
H -4.47322 3.56517 -1.52608
H -5.90569 6.73091 -3.92448
H -7.21809 6.72537 -2.77161
H -7.56180 6.07235 -4.33834
C 4.18470 -7.74946 -0.22117
C 4.51302 -6.39402 -0.88396
O 3.57067 -5.34978 -0.84399
C 3.32498 -4.75289 0.33745
C 2.67200 -3.40283 0.14659
O 3.77851 -5.14675 1.41771
H 3.96732 -7.72407 0.84664
H 4.98919 -8.43200 -0.49509
H 3.27274 -8.15846 -0.65609
H 5.47840 -6.09179 -0.47801
H 4.76994 -6.53148 -1.93429
H 3.03868 -3.02044 -0.80600
H 2.97016 -2.67679 0.90295
H 1.58656 -3.47246 0.07528
O 2.93565 0.42227 -0.35848
C 1.74880 0.50604 0.04086
C 0.61223 0.18917 -0.83626
C -0.39903 0.94449 -0.02898
C 0.09198 0.83005 1.43131
O 1.45742 0.98809 1.26380
H 0.59943 0.46269 -1.89130
H 0.44421 -0.88593 -0.89974
H -0.71570 1.91934 -0.39978
H -1.34435 0.40379 0.01700
H -0.16432 1.71283 2.01707
H -0.23762 -0.04198 1.99615
O 0.92966 3.66045 7.06249
C 0.14221 2.90139 6.49527
C 0.49508 1.62466 5.69746
C -0.82177 1.11574 5.21513
C -1.85623 1.80679 5.97525
O -1.16186 2.93785 6.55992
H 1.17112 1.95802 4.91010
H 0.88206 0.91513 6.42883
H -0.85969 1.23051 4.13185
H -0.95204 0.06394 5.46974
H -2.66495 2.08874 5.30103
H -2.20825 1.16647 6.78406
O 2.32466 2.73805 -3.19931
C 1.84670 3.34803 -2.27456
C 2.63999 3.93458 -1.11603
C 1.52832 4.69578 -0.41081
C 0.28399 4.76038 -1.27073
O 0.60332 3.81358 -2.27396
H 3.20285 3.17745 -0.57011
H 3.33167 4.54552 -1.69607
H 1.41809 4.51178 0.65787
H 1.79386 5.75213 -0.45248
H -0.44608 4.53975 -0.49200
H 0.19182 5.71634 -1.78625
O -2.82235 -0.13334 2.05928
C -3.74916 0.67170 1.87451
C -5.14594 0.43626 1.35167
C -5.91876 1.62690 1.81552
C -4.82889 2.62616 1.65923
O -3.67169 2.00816 2.12634
H -5.14007 0.53644 0.26629
H -5.41315 -0.54240 1.75031
H -6.91072 1.80421 1.39999
H -6.07709 1.51390 2.88803
H -4.68273 2.87841 0.60894
H -5.02792 3.54407 2.21235
O -1.05929 -3.23574 0.09939
C -0.82762 -4.38890 0.42695
C -1.04785 -5.55790 -0.40296
C -1.13487 -6.62480 0.70766
C -0.35743 -6.05974 1.85358
O -0.37824 -4.65457 1.62826
H -1.88971 -5.43879 -1.08501
H -0.27570 -5.72157 -1.15469
H -2.13752 -6.83699 1.07883
H -0.73159 -7.58746 0.39339
H -0.63912 -6.33092 2.87104
H 0.71797 -6.14691 1.69859
O 5.39716 -0.23895 -5.82884
C 5.58123 -0.69579 -4.69977
C 6.82597 -0.58961 -3.88818
C 6.20109 -0.89610 -2.46929
C 4.97407 -1.76987 -2.68681
O 4.59750 -1.34909 -4.01011
H 7.52157 -1.34608 -4.25149
H 7.39246 0.32590 -4.05846
H 6.86018 -1.41281 -1.77163
H 5.79054 0.02400 -2.05343
H 5.20029 -2.83570 -2.65628
H 4.15675 -1.56663 -1.99485

Summary:
molar mass = 692.75 g/mol
SMILES string = CCOC(C)=O.CCOC(C)=O.O=C1CCCO1.O=C1CCCO1.O=C1CCCO1.O=C1CCCO1.O=C1CCCO1.O=C1CCCO1
E_HOMO = -9.65 eV
LUMO energy = 0.23 eV

(2)
Density functional theory data (the ωB97M-V functional and the def2-TZVPD basis) for a structure of composition C32H53GaNO17.

Atoms and positions in Å:
N -2.43010 -2.43008 -5.48494
Ga -3.70221 -0.97132 -5.36351
O -5.44710 -1.66296 -5.43547
H -2.84125 -3.32817 -5.69200
H -1.67904 -2.26495 -6.13698
H -3.46638 0.07604 -6.59160
H -3.56062 -0.21933 -3.92767
H -5.37089 -2.62530 -5.52164
O -5.70773 -4.81572 -4.92480
C -5.84812 -4.64759 -3.75109
O -6.74285 -3.76461 -3.26719
C -6.61262 -3.64137 -1.84743
C -5.95097 -4.93704 -1.38367
C -5.08359 -5.28024 -2.59528
H -5.99201 -2.76817 -1.63968
H -7.60200 -3.48084 -1.42485
H -5.40241 -4.81121 -0.45961
H -6.70876 -5.71029 -1.23243
H -4.11019 -4.79207 -2.53706
H -4.94539 -6.34427 -2.76240
O -3.13417 -4.04847 -0.09626
C -3.26750 -3.71355 1.03890
O -4.23916 -2.84049 1.40296
C -4.09370 -2.48550 2.78410
C -3.31610 -3.63405 3.42773
C -2.43697 -4.08023 2.25591
H -3.54002 -1.54622 2.83362
H -5.08313 -2.33591 3.20984
H -2.75382 -3.32421 4.30521
H -3.99548 -4.43323 3.72528
H -1.51159 -3.50569 2.22046
H -2.19531 -5.13749 2.24921
O 1.73620 1.15279 -6.62169
C 0.87402 1.82327 -6.13036
O 1.06764 3.13908 -5.87914
C -0.07806 3.68680 -5.17970
C -1.23722 2.75427 -5.52464
C -0.51447 1.41422 -5.67259
H 0.14110 3.70668 -4.11995
H -0.22953 4.71030 -5.51315
H -2.01963 2.74665 -4.77098
H -1.68942 3.04061 -6.47412
H -0.43009 0.89943 -4.71477
H -0.98738 0.75191 -6.39092
O -0.07812 5.58075 -2.45914
C 0.58097 4.91906 -1.71688
O 0.88421 3.62147 -1.97078
C 1.60093 3.04644 -0.86191
C 2.22126 4.22828 -0.12630
C 1.18601 5.32319 -0.37936
H 0.88829 2.50066 -0.24119
H 2.33030 2.34637 -1.25846
H 2.40574 4.02260 0.91828
H 3.16769 4.49851 -0.59854
H 0.39631 5.31667 0.37261
H 1.60656 6.32141 -0.44755
O 1.03958 -4.05594 2.96149
C 1.49825 -3.13036 2.35779
O 2.73345 -2.64992 2.61156
C 2.98500 -1.46103 1.82505
C 2.02109 -1.55435 0.64382
C 0.83926 -2.29851 1.26867
H 2.79197 -0.59040 2.45147
H 4.02755 -1.45195 1.53354
H 1.77074 -0.58415 0.22463
H 2.45968 -2.16116 -0.14844
H 0.13643 -1.61283 1.74756
H 0.30276 -2.93861 0.57407
O 1.43542 4.61373 3.05307
C 2.08071 3.90401 3.76205
O 2.33513 2.61476 3.43838
C 3.05678 1.95643 4.49750
C 3.72609 3.08290 5.28317
C 2.72174 4.22681 5.10212
H 2.33950 1.39962 5.10386
H 3.75580 1.25672 4.05034
H 3.92647 2.81780 6.31794
H 4.67268 3.34626 4.81275
H 1.93834 4.21752 5.86095
H 3.17630 5.21148 5.07287
O 5.66252 0.43649 1.36516
C 6.60803 -0.08181 0.85536
O 7.20071 0.42640 -0.24827
C 8.24209 -0.45144 -0.71481
C 8.64075 -1.28282 0.50407
C 7.31478 -1.36497 1.26637
H 7.83551 -1.06474 -1.52046
H 9.04858 0.15830 -1.11057
H 9.06909 -2.24605 0.23954
H 9.37422 -0.73825 1.09826
H 6.70238 -2.20708 0.94013
H 7.42493 -1.40414 2.34498
O 0.03196 0.55686 2.96659
C -1.00828 1.13623 3.03840
O -2.17649 0.56498 2.67165
C -3.26034 1.51157 2.75863
C -2.78021 2.57381 3.74630
C -1.26813 2.56255 3.49904
H -3.43836 1.91663 1.76216
H -4.15043 0.98276 3.08636
H -3.25646 3.53882 3.59349
H -2.98816 2.25182 4.76656
H -0.97718 3.23287 2.68862
H -0.67439 2.78549 4.37984

Summary:
charge = -1
molar mass = 793.49 g/mol
E_HOMO = -3.64 eV
LUMO energy = 1.51 eV

(3)
Density functional theory data (the ωB97M-V functional and the def2-TZVPD basis) for a structure of composition C32H54Br2F3IN3O13P2 in a non-equilibrium geometry.

Atoms and positions in Å:
C -1.21282 -0.08806 5.13427
C -0.35267 -0.93095 4.55261
C -0.71268 -1.41036 3.11425
N -0.63649 -0.30923 2.11714
C 0.73252 0.35032 2.06733
I 2.44410 -0.94198 2.39468
C 0.90466 1.39825 0.88705
C 2.02239 0.97070 -0.17157
C 3.47072 1.47257 0.09822
C 4.43339 0.65686 -0.85027
C 5.64949 0.08306 -0.10596
O 5.69912 -0.14670 1.04482
O 6.75297 -0.21181 -0.90435
C 6.46947 -1.45849 -1.59064
C 7.69653 -1.86424 -2.44345
C 1.51813 2.65776 1.62294
C 0.47379 3.39001 2.56247
O 1.01969 3.49503 3.92084
C 1.62266 4.76061 4.00781
C 2.91566 5.10234 3.26006
O 1.10210 5.58385 4.64271
N -0.36978 1.83731 0.27693
C -0.26009 2.94407 -0.66887
C -0.84609 4.32350 -0.19138
F 0.16820 5.28854 -0.11176
C -1.26637 0.74637 -0.19804
P -0.61585 0.03823 -1.86744
P -2.01127 -1.12048 -3.04909
O -1.10601 -1.67658 -4.07193
O -3.10335 -0.26319 -3.94480
O -2.68803 -2.41163 -2.33558
N -2.61792 1.27962 -0.18444
C -3.03022 2.17399 0.80974
O -3.65540 3.10354 0.50183
F -2.80382 2.01787 2.12346
C -3.39343 1.50225 -1.35883
O -4.36873 0.90593 -1.49143
F -3.11235 2.40502 -2.30452
C -1.26333 -0.55760 0.80004
Br -0.11975 -2.02025 -0.03322
C -2.71908 -1.22857 0.82620
Br -2.71495 -3.23050 1.00192
C -3.71189 -0.65187 1.91762
C -4.66826 -1.68211 2.59920
H -2.29769 -0.14294 4.94196
H -0.81768 0.67754 5.81867
H 0.55025 -1.34427 5.01729
H -0.17173 -2.32553 2.82297
H -1.74457 -1.78890 3.27383
H -1.23312 0.42760 2.54505
H 0.76352 0.93043 3.00965
H 2.00225 -0.12063 -0.36343
H 1.78554 1.37454 -1.18294
H 3.60597 2.54376 -0.14509
H 3.82924 1.33540 1.13058
H 3.91029 -0.19965 -1.31866
H 4.76065 1.32678 -1.66579
H 5.63299 -1.29092 -2.30376
H 6.24678 -2.28745 -0.89041
H 8.54813 -2.11006 -1.78523
H 7.43059 -2.73963 -3.05964
H 7.97317 -0.99137 -3.06237
H 2.30448 2.35331 2.33813
H 1.85706 3.43425 0.92093
H 0.31087 4.43622 2.23958
H -0.47024 2.83085 2.67384
H 2.63558 5.55756 2.28286
H 3.53095 4.21804 3.00502
H 3.52128 5.86363 3.77562
H 0.77839 3.21086 -0.95635
H -0.78076 2.79494 -1.63192
H -1.34625 4.27185 0.78949
H -1.59322 4.71989 -0.90620
H -0.38060 1.11767 -2.78866
H -2.58549 0.38560 -4.45086
H -3.64028 -2.45321 -2.55138
H -3.25273 -1.12131 -0.13293
H -4.37644 0.07384 1.40546
H -3.20628 -0.12668 2.74985
H -5.28620 -2.24975 1.88983
H -4.14515 -2.31532 3.33772
H -5.37554 -1.06646 3.19855
O 5.94068 -4.84113 -4.79186
C 6.11524 -5.55557 -3.84212
O 7.17016 -5.33717 -3.03224
C 7.37800 -6.00248 -1.78105
C 8.05998 -7.34045 -1.97476
C 5.22545 -6.74777 -3.58939
H 6.44204 -6.08575 -1.22422
H 8.02652 -5.34783 -1.19846
H 7.45037 -8.02173 -2.56923
H 8.26271 -7.81124 -1.01152
H 9.00296 -7.21105 -2.50749
H 5.56052 -7.57915 -4.20872
H 4.20717 -6.48052 -3.86666
H 5.19003 -7.06231 -2.54812
O -8.06132 0.65682 1.19472
C -8.36370 1.31474 0.23152
O -9.64233 1.35755 -0.17063
C -10.13535 2.24125 -1.18589
C -9.92856 1.66107 -2.56940
C -7.30662 2.01833 -0.58212
H -9.70071 3.23695 -1.07922
H -11.20228 2.34945 -0.99487
H -8.87037 1.52037 -2.79439
H -10.35761 2.31671 -3.32852
H -10.40211 0.68112 -2.64381
H -6.85748 1.30427 -1.27106
H -6.54293 2.39172 0.09961
H -7.66946 2.88033 -1.13793

Summary:
charge = +1
molar mass = 1094.45 g/mol
E_HOMO = -11.80 eV
LUMO energy = -3.49 eV

(4)
Density functional theory data (the ωB97M-V functional and the def2-TZVPD basis) for a cluster of 4 separate species, C32H54BrIN4O4P in total in a non-equilibrium geometry.

Atoms and positions in Å:
C -7.07750 7.33906 -1.97733
C -6.44145 6.05224 -2.79791
C -7.53319 4.81846 -2.91925
C -6.81794 3.43618 -2.33498
C -5.96061 2.62260 -3.51094
C -4.35854 3.05976 -3.49765
C -3.39768 2.07225 -4.39458
C -2.34037 1.16825 -3.52472
C -0.98247 2.00181 -3.05134
C -0.75359 1.83825 -1.43627
C 0.58522 0.99426 -1.00515
N 0.08971 -0.17507 -0.13025
C -0.35584 0.13657 1.30073
I -0.26138 2.17577 2.19478
C -0.95609 -1.03315 2.33226
Br -1.56052 -0.55158 4.20062
C -1.04202 -2.56427 1.75233
C -1.66404 -3.74644 2.70210
O -2.95346 -3.70694 3.13951
O -0.81851 -4.89738 3.12583
C -0.53499 -2.89991 0.23067
P -0.55090 -4.59853 -0.63725
C -1.64294 -4.30502 -2.22395
O -1.42610 -5.81408 0.24881
C 0.03893 -1.60691 -0.66103
O 0.52221 -1.90112 -2.05113
C 2.01272 -2.00213 -1.91035
C 2.62560 -3.41611 -2.47980
H -6.42010 8.29697 -2.19416
H -6.96889 7.10525 -0.82239
H -8.19446 7.44016 -2.32461
H -5.45971 5.74683 -2.22011
H -6.12183 6.37242 -3.89399
H -8.52820 5.04072 -2.30311
H -7.85530 4.72763 -4.04842
H -7.72275 2.75653 -1.95756
H -6.07557 3.73582 -1.47812
H -6.49981 2.91921 -4.53391
H -6.12296 1.46580 -3.39437
H -4.02062 3.08685 -2.37740
H -4.33500 4.16678 -3.92945
H -4.13192 1.30920 -4.94154
H -2.87571 2.69032 -5.25389
H -2.91602 0.70015 -2.60768
H -1.96652 0.28295 -4.21013
H -0.04358 1.77426 -3.71183
H -1.24313 3.15050 -3.24347
H -1.70665 1.36585 -0.91755
H -0.64098 2.92270 -0.95028
H 1.36763 1.59740 -0.37694
H 1.11948 0.63990 -1.98557
H -0.06440 -4.88439 2.43709
H -2.20804 -5.27694 -2.55509
H -2.37549 -3.38495 -2.04497
H -0.92022 -3.98716 -3.08773
H -2.42314 -5.69086 0.18083
H 2.33547 -1.81145 -0.77772
H 2.56123 -1.13774 -2.52411
H 3.68358 -3.58644 -1.95805
H 1.95754 -4.34364 -2.20866
H 2.85216 -3.29598 -3.62447
C 3.74124 -5.76575 4.95515
C 2.93363 -6.96790 4.47606
C 2.80383 -7.02860 2.95285
C 2.09353 -5.78310 2.44799
N 1.50434 -4.75000 2.02920
H 3.26098 -4.82099 4.68143
H 3.83201 -5.77933 6.04591
H 4.75084 -5.77601 4.52850
H 1.93719 -6.93053 4.93314
H 3.41673 -7.88492 4.83107
H 2.22938 -7.91365 2.65981
H 3.79195 -7.09477 2.48476
C 4.29101 3.90873 4.09937
C 3.76230 5.31107 3.81509
C 2.69912 5.33443 2.71518
C 3.29102 4.80841 1.41763
N 3.78198 4.37209 0.34133
H 4.78976 3.47963 3.22457
H 5.02574 3.93684 4.91026
H 3.47869 3.23612 4.39800
H 4.60318 5.95667 3.53346
H 3.33420 5.72289 4.73567
H 2.34292 6.35807 2.55877
H 1.84044 4.71536 2.99675
C 6.50751 -1.98664 0.32856
C 5.24767 -2.19787 1.16228
C 4.46897 -0.90297 1.40221
C 5.34141 0.08904 2.15418
N 6.06506 0.91189 2.77793
H 7.21984 -1.32585 0.83263
H 7.01514 -2.94142 0.15860
H 6.26383 -1.55119 -0.64737
H 5.52931 -2.64606 2.12301
H 4.59852 -2.91629 0.64961
H 3.56941 -1.10936 1.99159
H 4.15703 -0.45953 0.45042

Summary:
charge = +1
molar mass = 796.59 g/mol
E_HOMO = -11.63 eV
LUMO energy = -4.74 eV
energy relative to the best compared isomer or geometry (same formula, charge and spin) = 957.7 kJ/mol